1.
A 6-piece molecular cluster, C19H36Cl10FIO3 overall in a non-equilibrium geometry. Source: the OMol25 dataset; level of theory: ωB97M-V/def2-TZVPD.

XYZ file:
```
70
C19H36Cl10FIO3 (ωB97M-V/def2-TZVPD)
C -3.233 3.328 2.354
C -4.480 3.725 1.561
O -4.788 2.651 0.703
C -5.657 3.003 -0.344
C -5.044 3.898 -1.459
C -3.550 3.832 -1.546
I -2.955 5.203 -3.154
O -3.142 2.506 -1.811
C -1.836 2.348 -2.186
O -1.589 1.938 -3.226
C -0.699 2.613 -1.229
F -0.803 3.834 -0.581
C -0.562 1.484 -0.200
C 0.217 2.013 1.002
H -2.657 2.686 1.698
H -3.550 2.694 3.170
H -2.664 4.182 2.693
H -4.332 4.667 1.032
H -5.279 3.919 2.283
H -5.949 2.071 -0.813
H -6.582 3.454 0.018
H -5.419 3.516 -2.402
H -5.407 4.908 -1.336
H -3.059 4.206 -0.659
H 0.200 2.656 -1.830
H -1.559 1.193 0.124
H -0.028 0.679 -0.694
H 0.578 1.185 1.602
H 1.035 2.655 0.692
H -0.424 2.595 1.649
Cl 2.417 0.026 -0.934
C 2.925 -1.666 -1.196
C 2.584 -2.548 -0.024
Cl 3.554 -2.158 1.418
H 3.992 -1.669 -1.400
H 2.405 -2.017 -2.083
H 2.793 -3.588 -0.276
H 1.533 -2.464 0.246
Cl 7.276 -5.074 4.673
C 8.054 -3.823 3.670
C 7.094 -3.200 2.690
Cl 6.594 -4.339 1.417
H 8.901 -4.279 3.163
H 8.429 -3.060 4.351
H 7.573 -2.358 2.190
H 6.196 -2.837 3.185
Cl -0.893 2.229 4.511
C -1.941 1.965 5.927
C -1.651 0.655 6.613
Cl -2.125 -0.744 5.616
H -2.975 2.019 5.594
H -1.758 2.789 6.615
H -2.220 0.592 7.539
H -0.594 0.556 6.850
Cl -2.815 -3.464 -5.910
C -3.127 -2.003 -4.934
C -2.010 -0.998 -5.034
Cl -0.516 -1.570 -4.249
H -3.289 -2.317 -3.906
H -4.049 -1.563 -5.310
H -2.296 -0.075 -4.529
H -1.775 -0.763 -6.069
Cl 4.018 -3.205 -3.855
C 4.521 -4.896 -4.107
C 4.169 -5.771 -2.932
Cl 5.131 -5.374 -1.485
H 5.590 -4.901 -4.304
H 4.005 -5.251 -4.998
H 4.377 -6.812 -3.176
H 3.117 -5.684 -2.670
```

Computed properties:
**Charge**: 0
**SMILES string**: CCOCC[C@H](I)OC(=O)[C@@H](F)CC.ClCCCl.ClCCCl.ClCCCl.ClCCCl.ClCCCl
**Orbital gap**: 9.9 eV
**2S+1**: 1

2.
C28H27BN6RhS3 as an isolated structure in a non-equilibrium geometry. Source: the OMol25 dataset; level of theory: ωB97M-V/def2-TZVPD.

XYZ file:
```
66
C28H27BN6RhS3 (ωB97M-V/def2-TZVPD)
Rh -0.319 0.829 0.836
C -0.131 2.859 -2.879
N 0.910 3.208 -1.922
C 2.216 3.460 -2.221
C 2.844 3.709 -1.040
N 1.923 3.612 -0.034
B 2.392 3.943 1.449
N 1.530 3.250 2.546
C 0.890 3.913 3.556
C 0.336 2.990 4.386
N 0.639 1.760 3.860
C 0.274 0.469 4.428
C 1.363 1.936 2.731
S 1.853 0.674 1.633
C 0.749 3.305 -0.587
S -0.768 2.924 0.182
H 0.328 2.758 -3.858
H -0.894 3.633 -2.910
H -0.574 1.910 -2.588
H 2.594 3.434 -3.228
H 3.873 3.941 -0.835
H 2.308 5.134 1.611
H 3.517 3.525 1.519
H 0.905 4.986 3.616
H -0.226 3.097 5.296
H -0.277 0.640 5.348
H 1.168 -0.111 4.641
H -0.346 -0.088 3.728
S -4.933 1.214 1.323
C -3.273 1.580 1.454
N -2.444 0.613 1.192
C -3.134 -0.557 0.853
C -2.573 -1.799 0.571
C -3.417 -2.846 0.273
C -4.809 -2.678 0.261
C -5.378 -1.459 0.562
C -4.522 -0.402 0.863
H -2.955 2.574 1.740
H -1.501 -1.943 0.590
H -2.993 -3.817 0.052
H -5.447 -3.518 0.022
H -6.452 -1.331 0.569
N 0.161 -0.145 -0.692
C 0.636 -1.265 -1.041
C 1.118 -1.385 -2.453
C 2.258 -2.128 -2.740
C 2.742 -2.183 -4.039
C 2.076 -1.522 -5.062
C 0.919 -0.804 -4.784
C 0.446 -0.732 -3.484
C 0.623 -2.561 -0.270
C 1.156 -2.690 1.010
C 1.057 -3.892 1.696
C 0.413 -4.975 1.113
C -0.112 -4.857 -0.166
C 0.004 -3.661 -0.859
H 2.773 -2.656 -1.947
H 3.637 -2.752 -4.254
H 2.450 -1.580 -6.075
H 0.380 -0.317 -5.587
H -0.467 -0.199 -3.252
H 1.657 -1.854 1.468
H 1.490 -3.987 2.683
H 0.333 -5.912 1.648
H -0.605 -5.700 -0.633
H -0.389 -3.572 -1.865
```

Computed properties:
**Charge**: +1
**Orbital gap**: 6.3 eV
**2S+1**: 1
**ΔE to the lowest compared entry with this formula, charge and spin**: 81.71 kJ/mol

3.
C57H47AsCdO2P2S as an isolated structure in a non-equilibrium geometry. Source: the OMol25 dataset; level of theory: ωB97M-V/def2-TZVPD.

XYZ file:
```
111
C57H47AsCdO2P2S (ωB97M-V/def2-TZVPD)
Cd 0.098 -1.701 0.690
O -2.396 1.868 1.967
S -1.321 1.248 1.187
C -0.182 2.628 0.827
C -0.647 3.878 0.458
C 0.255 4.901 0.215
C 1.616 4.664 0.344
C 2.076 3.434 0.777
C 1.173 2.414 1.063
P 1.645 0.811 1.815
C 3.450 0.825 1.486
C 3.887 0.157 0.347
C 5.230 0.156 0.011
C 6.147 0.812 0.815
C 5.718 1.473 1.953
C 4.377 1.483 2.292
C 1.647 1.218 3.593
C 0.984 2.295 4.168
C 0.947 2.427 5.546
C 1.558 1.491 6.360
C 2.227 0.415 5.793
C 2.268 0.278 4.421
C -2.046 1.010 -0.478
C -1.957 1.872 -1.554
C -2.627 1.568 -2.733
C -3.362 0.400 -2.834
C -3.450 -0.467 -1.756
C -2.813 -0.155 -0.560
P -2.765 -1.196 0.956
C -4.255 -0.534 1.796
C -4.966 0.607 1.443
C -5.958 1.087 2.280
C -6.256 0.440 3.466
C -5.567 -0.713 3.810
C -4.569 -1.191 2.985
C -3.474 -2.773 0.335
C -4.843 -3.025 0.299
C -5.318 -4.281 -0.040
C -4.436 -5.302 -0.354
C -3.074 -5.054 -0.347
C -2.598 -3.800 -0.009
H -1.712 4.045 0.398
H -0.100 5.882 -0.067
H 2.326 5.453 0.142
H 3.138 3.269 0.906
H 3.168 -0.366 -0.274
H 5.557 -0.368 -0.875
H 7.198 0.805 0.559
H 6.431 1.985 2.582
H 4.045 1.999 3.182
H 0.502 3.033 3.544
H 0.437 3.270 5.987
H 1.523 1.597 7.435
H 2.717 -0.313 6.426
H 2.790 -0.564 3.976
H -1.392 2.789 -1.486
H -2.570 2.248 -3.573
H -3.894 0.177 -3.748
H -4.034 -1.374 -1.829
H -4.752 1.120 0.517
H -6.495 1.985 2.008
H -7.017 0.835 4.124
H -5.803 -1.228 4.733
H -4.014 -2.088 3.235
H -5.543 -2.240 0.550
H -6.383 -4.465 -0.047
H -4.811 -6.286 -0.596
H -2.381 -5.848 -0.591
H -1.527 -3.613 0.020
C 0.227 -3.628 4.436
O -0.538 -3.566 3.236
C -1.051 -2.429 2.757
C -0.957 -1.237 3.678
H 0.420 -4.682 4.627
H -0.317 -3.197 5.282
H 1.180 -3.102 4.312
H -1.672 -1.399 4.487
H -1.274 -0.332 3.160
H 0.022 -1.073 4.140
C -0.398 -0.226 -7.380
C -0.122 0.963 -6.729
C 0.080 0.976 -5.360
C 0.018 -0.199 -4.624
C -0.312 -1.380 -5.279
C -0.507 -1.398 -6.648
As 0.381 -0.259 -2.679
C 1.704 1.176 -2.704
C 1.466 2.536 -2.628
C 2.518 3.436 -2.705
C 3.821 2.977 -2.811
C 4.074 1.618 -2.884
C 3.020 0.711 -2.861
C 3.145 -0.737 -2.987
C 4.328 -1.438 -3.191
C 4.303 -2.816 -3.291
C 3.104 -3.506 -3.182
C 1.920 -2.815 -2.984
C 1.929 -1.435 -2.902
H -0.523 -0.244 -8.453
H -0.059 1.884 -7.294
H 0.311 1.913 -4.869
H -0.404 -2.299 -4.710
H -0.742 -2.327 -7.147
H 0.450 2.899 -2.518
H 2.318 4.499 -2.676
H 4.644 3.678 -2.848
H 5.092 1.264 -2.972
H 5.270 -0.915 -3.282
H 5.225 -3.358 -3.450
H 3.099 -4.584 -3.250
H 0.982 -3.354 -2.892
```

Computed properties:
**Charge**: 0
**Orbital gap**: 6.1 eV
**2S+1**: 1
**ΔE to the lowest compared entry with this formula, charge and spin**: 14.15 kJ/mol

4.
The molecule C19H22N4O5S in a non-equilibrium geometry. Source: the OMol25 dataset; level of theory: ωB97M-V/def2-TZVPD.

XYZ file:
```
51
C19H22N4O5S (ωB97M-V/def2-TZVPD)
C 0.601 3.224 1.751
C 0.641 2.326 0.554
C 1.220 1.065 0.614
C 1.265 0.256 -0.510
C 0.725 0.718 -1.693
S 0.784 -0.275 -3.169
O 0.961 0.574 -4.311
O 1.696 -1.366 -2.986
N -0.832 -0.825 -3.216
C -1.370 -1.011 -4.552
C -1.132 -2.504 -4.793
O -1.255 -3.083 -3.507
C -1.042 -2.080 -2.532
C -2.278 -2.013 -1.610
N -2.143 -1.020 -0.579
C -1.476 -1.233 0.562
O -0.924 -2.269 0.885
C -1.553 -0.031 1.508
O -2.108 1.009 1.190
N -1.015 -0.306 2.697
C -0.973 0.611 3.800
C 0.415 0.770 4.367
C 0.660 1.674 5.398
C 1.947 1.780 5.894
C 2.944 0.983 5.350
C 2.597 0.114 4.329
N 1.369 0.010 3.850
C 0.125 1.960 -1.771
C 0.085 2.761 -0.647
H 1.121 2.778 2.594
H 1.062 4.183 1.519
H -0.434 3.412 2.030
H 1.635 0.706 1.545
H 1.724 -0.720 -0.485
H -0.841 -0.360 -5.244
H -2.437 -0.770 -4.545
H -1.868 -2.970 -5.450
H -0.120 -2.672 -5.182
H -0.156 -2.316 -1.928
H -3.164 -1.798 -2.208
H -2.380 -2.993 -1.138
H -2.468 -0.075 -0.735
H -0.516 -1.185 2.778
H -1.353 1.572 3.439
H -1.640 0.263 4.601
H -0.142 2.277 5.794
H 2.172 2.473 6.692
H 3.959 1.035 5.708
H 3.330 -0.532 3.864
H -0.282 2.282 -2.716
H -0.377 3.736 -0.695
```

Computed properties:
**Charge**: 0
**SMILES string**: Cc1ccc(S(=O)(=O)N2CCO[C@@H]2CNC(=O)C(=O)NCc2ccccn2)cc1
**Orbital gap**: 9.9 eV
**2S+1**: 1
**ΔE to the lowest compared entry with this formula, charge and spin**: 13.22 kJ/mol

5.
C27H29AsCl5CrN2O2PS2 as an isolated structure in a non-equilibrium geometry. Source: the OMol25 dataset; level of theory: ωB97M-V/def2-TZVPD.

XYZ file:
```
70
C27H29AsCl5CrN2O2PS2 (ωB97M-V/def2-TZVPD)
Cr 10.918 13.832 9.786
O 7.107 15.188 9.874
C 8.062 14.480 10.264
O 9.313 14.769 9.979
C 7.859 13.194 11.122
P 8.475 11.623 10.354
C 7.639 11.614 8.774
C 7.930 12.540 7.801
C 7.028 12.857 6.784
C 5.789 12.188 6.714
C 5.535 11.173 7.604
C 6.433 10.906 8.632
C 8.053 10.095 11.140
C 6.725 10.053 11.659
C 6.137 8.873 12.069
C 6.881 7.694 11.892
C 8.295 7.725 11.707
C 8.906 8.914 11.324
H 6.748 13.124 11.229
H 8.374 13.256 12.092
H 8.843 13.145 7.823
H 7.377 13.524 6.020
H 4.941 12.404 6.012
H 4.612 10.568 7.627
H 6.038 10.205 9.469
H 6.152 10.945 11.802
H 5.212 8.923 12.615
H 6.478 6.733 12.105
H 8.915 6.877 11.894
H 9.940 9.063 11.339
Cl 11.918 15.500 11.967
C 11.896 16.410 10.410
C 11.515 15.746 9.276
C 11.488 16.371 7.994
Cl 11.026 15.403 6.603
C 11.799 17.717 7.987
Cl 11.608 18.662 6.522
C 12.222 18.424 9.162
Cl 12.871 19.941 9.018
C 12.163 17.780 10.422
Cl 12.586 18.738 11.830
C 14.998 13.598 11.484
N 14.575 12.349 10.878
C 15.097 11.101 11.404
C 14.357 9.963 10.562
N 13.532 10.824 9.647
C 13.772 12.132 9.803
S 13.117 13.391 8.839
H 14.179 14.077 12.020
H 15.352 14.235 10.684
H 15.810 13.375 12.219
H 14.843 10.958 12.490
H 16.186 10.956 11.225
H 13.780 9.183 11.056
H 15.174 9.438 10.062
H 13.117 10.508 8.738
C 10.186 12.505 3.851
As 11.118 11.724 5.482
C 12.786 11.510 4.368
C 10.224 9.945 5.080
S 10.549 11.614 10.292
H 9.152 12.319 3.891
H 10.619 12.007 2.932
H 10.371 13.560 3.766
H 13.604 11.347 5.044
H 12.931 12.442 3.821
H 12.576 10.666 3.729
H 10.303 9.767 4.006
H 9.176 9.933 5.387
H 10.772 9.241 5.664
```

Computed properties:
**Charge**: 0
**Orbital gap (alpha / beta)**: 7.2 / 7.5 eV
**2S+1**: 5

6.
The molecule C7H15NO4 in a non-equilibrium geometry. Source: the OMol25 dataset; level of theory: ωB97M-V/def2-TZVPD.

XYZ file:
```
27
C7H15NO4 (ωB97M-V/def2-TZVPD)
O 2.991 0.195 -0.387
C 2.595 -1.021 0.166
C 1.223 -1.442 -0.535
N 0.220 -0.376 -0.453
C -1.039 -0.827 -1.217
C -1.954 0.212 -0.768
O -1.554 1.489 -1.269
C -1.796 -0.044 0.780
O -2.267 -1.401 1.005
C -0.264 -0.022 0.886
C 0.508 1.237 1.369
O 0.735 2.017 0.139
H 3.580 0.643 0.217
H 2.366 -1.029 1.197
H 3.317 -1.873 0.142
H 0.863 -2.410 -0.097
H 1.344 -1.531 -1.631
H -0.853 -0.621 -2.297
H -1.287 -1.926 -1.143
H -3.054 0.045 -0.899
H -0.745 1.687 -0.832
H -2.296 0.732 1.486
H -2.559 -1.469 2.017
H 0.034 -0.860 1.637
H 1.508 0.992 1.703
H -0.079 1.770 2.054
H 1.432 1.519 -0.369
```

Computed properties:
**Charge**: 0
**SMILES string**: OCCN1C[C@H](O)[C@@H](O)[C@@H]1CO
**Orbital gap**: 9.4 eV
**2S+1**: 1
**ΔE to the lowest compared entry with this formula, charge and spin**: 171.84 kJ/mol

7.
A 2-piece molecular cluster, C4H7NO2 overall in a non-equilibrium geometry. Source: the OMol25 dataset; level of theory: ωB97M-V/def2-TZVPD.

XYZ file:
```
14
C4H7NO2 (ωB97M-V/def2-TZVPD)
C 0.740 -1.308 -2.013
C 0.083 -0.534 -1.188
N -0.766 0.389 -0.911
O -2.137 0.021 -0.939
H 0.733 -1.073 -3.069
H 1.185 -2.244 -1.716
H -2.354 -0.083 0.013
C 0.688 1.211 1.559
C -0.193 0.086 1.117
O -1.236 -0.273 1.607
H 1.713 1.087 1.218
H 0.335 2.167 1.172
H 0.711 1.291 2.646
H 0.499 -0.737 0.504
```

Computed properties:
**Charge**: 0
**SMILES string**: C=C=NO.CC=O
**Orbital gap**: 9.2 eV
**2S+1**: 1
**ΔE to the lowest compared entry with this formula, charge and spin**: 608.05 kJ/mol

8.
C36H36IrN8O3S as an isolated structure. Source: the OMol25 dataset; level of theory: ωB97M-V/def2-TZVPD.

XYZ file:
```
85
C36H36IrN8O3S (ωB97M-V/def2-TZVPD)
Ir -0.930 0.381 0.212
C -3.768 1.278 1.227
N -3.101 0.616 0.085
C -3.397 1.256 -1.219
C -2.342 0.817 -2.177
N -1.199 0.282 -1.754
C -0.432 -0.031 -2.890
C 0.799 -0.660 -3.063
C 1.252 -0.812 -4.358
C 0.509 -0.372 -5.463
C -0.727 0.220 -5.305
C -1.174 0.374 -4.000
N -2.371 0.893 -3.503
C -3.056 0.803 2.450
N -1.957 0.099 2.343
C -1.580 -0.227 3.646
C -0.542 -1.026 4.120
C -0.436 -1.180 5.486
C -1.341 -0.565 6.368
C -2.392 0.203 5.910
C -2.492 0.350 4.531
N -3.425 1.001 3.728
H -4.826 1.006 1.262
H -3.693 2.361 1.115
H -3.423 -0.347 0.049
H -3.345 2.337 -1.100
H -4.392 0.981 -1.578
H 1.377 -1.038 -2.233
H 2.208 -1.289 -4.529
H 0.909 -0.514 -6.458
H -1.318 0.541 -6.152
H -3.136 1.255 -4.051
H 0.129 -1.529 3.435
H 0.351 -1.799 5.895
H -1.221 -0.715 7.432
H -3.103 0.652 6.590
H -4.242 1.501 4.041
O -2.089 4.142 0.896
C -1.292 3.237 0.861
O -1.173 2.397 -0.148
C -0.300 2.974 1.955
C 0.138 3.952 2.825
C 1.127 3.617 3.738
C 1.628 2.325 3.743
C 1.115 1.402 2.846
N 0.166 1.726 1.972
H -0.288 4.944 2.766
H 1.510 4.356 4.430
H 2.403 2.025 4.435
H 1.473 0.381 2.829
S 5.543 0.453 -1.157
C 3.821 0.448 -0.697
C 2.975 1.481 -1.088
C 1.633 1.407 -0.792
N 1.110 0.359 -0.133
C 1.920 -0.618 0.295
C 3.276 -0.599 0.035
C 5.252 -0.131 -2.829
C 5.087 0.765 -3.873
C 4.808 0.253 -5.134
N 4.698 -1.046 -5.393
C 4.903 -1.894 -4.388
C 5.180 -1.492 -3.089
H 3.354 2.330 -1.638
H 0.938 2.177 -1.099
H 1.434 -1.434 0.810
H 3.897 -1.415 0.379
H 5.178 1.831 -3.716
H 4.668 0.925 -5.974
H 4.842 -2.950 -4.629
H 5.347 -2.221 -2.308
C -1.317 -3.469 1.588
C -1.421 -2.721 0.264
C -2.887 -2.489 -0.072
C -0.762 -3.510 -0.864
O -0.627 -1.528 0.412
H -1.877 -4.404 1.545
H -1.718 -2.865 2.403
H -0.277 -3.709 1.810
H -3.356 -3.443 -0.308
H -3.002 -1.854 -0.956
H -3.430 -2.088 0.791
H -1.227 -4.490 -0.978
H 0.296 -3.661 -0.647
H -0.851 -2.976 -1.812
```

Computed properties:
**Charge**: +2
**Orbital gap (alpha / beta)**: 8.4 / 6.4 eV
**2S+1**: 2
**ΔE to the lowest compared entry with this formula, charge and spin**: 92.04 kJ/mol

| no. | energy (Ha) |
| --- | --- |
| 1 | -5970.738023 |
| 2 | -2741.552057 |
| 3 | -5834.986141 |
| 4 | -1730.673245 |
| 5 | -8025.165117 |
| 6 | -631.353299 |
| 7 | -361.649263 |
| 8 | -2559.306834 |